Below is a molecular structure, C35H28ClF3InN5O8S3 at a distorted geometry, with properties calculated with ωB97M-V with the def2-TZVPD basis set.

Geometry as XYZ:
```
84
C35H28ClF3InN5O8S3 ωB97M-V with the def2-TZVPD basis set
In 1.028 -1.044 0.982
Cl -4.444 -4.955 3.615
C -2.950 -4.264 3.038
C -2.090 -5.150 2.309
C -0.766 -4.720 2.010
C -0.470 -3.306 2.049
O 0.682 -3.043 1.468
C -1.409 -2.425 2.657
C -1.199 -1.045 3.009
N -0.308 -0.275 2.404
C -0.094 1.042 2.728
C -0.863 1.920 3.417
C -0.335 3.187 3.818
C 1.042 3.500 3.786
C 1.930 2.543 3.180
C 3.332 2.717 3.050
C 4.136 1.823 2.364
C 3.504 0.707 1.710
N 2.143 0.479 1.852
C 1.407 1.372 2.600
C -2.697 -2.931 3.001
H -2.495 -6.129 1.978
H -0.067 -5.424 1.591
H -1.946 -0.564 3.665
H -1.987 1.655 3.531
H -1.008 3.947 4.303
H 1.503 4.431 4.005
H 3.865 3.615 3.479
H 5.200 1.771 2.356
H 4.092 0.058 1.034
H -3.440 -2.192 3.331
C 1.556 4.849 -2.963
C 2.766 4.361 -3.768
S 4.017 3.719 -2.596
C 3.345 2.019 -2.235
C 1.855 1.698 -2.153
S 1.077 2.736 -0.871
C -0.663 2.610 -1.471
C -0.953 3.931 -2.088
S -0.036 4.366 -3.563
H 1.443 5.951 -3.052
H 1.631 4.608 -1.935
H 3.247 5.337 -4.100
H 2.580 3.664 -4.658
H 3.983 1.684 -1.370
H 3.851 1.510 -3.095
H 1.608 0.681 -1.786
H 1.241 1.824 -3.041
H -1.325 2.317 -0.635
H -0.828 1.838 -2.252
H -0.929 4.766 -1.378
H -1.916 4.028 -2.586
O -1.308 -2.394 -2.043
C -0.284 -1.902 -1.629
O -0.235 -0.900 -0.777
C 1.037 -2.495 -2.083
C 0.989 -3.684 -2.969
C 2.160 -4.349 -3.209
C 3.452 -3.808 -2.810
C 3.383 -2.664 -2.066
C 2.234 -2.104 -1.525
O 2.445 -1.398 -0.432
N 4.682 -2.107 -1.727
O 5.663 -2.864 -1.767
O 4.745 -0.931 -1.419
N 1.949 -5.586 -3.847
O 0.835 -5.884 -4.258
O 2.975 -6.266 -3.871
H 0.027 -3.807 -3.340
H 4.307 -4.474 -2.882
F -6.997 0.548 2.864
C -5.918 -0.202 2.514
F -5.025 0.013 3.544
F -6.255 -1.524 2.675
C -5.371 0.119 1.170
C -4.299 -0.636 0.748
C -3.814 -0.560 -0.588
N -4.245 0.386 -1.425
C -5.248 1.217 -1.006
C -5.818 1.160 0.264
H -3.752 -1.317 1.357
H -3.035 -1.189 -0.974
H -5.538 1.951 -1.737
H -6.584 1.855 0.523
```

Output
highest occupied orbital energy = -8.20 eV
LUMO level = -2.082 eV
Kohn-Sham gap = 6.120 eV